The following is a DFT calculation (ωB97M-V/def2-TZVPD) of a molecular structure, C29H39AsOS5Tc.

Element x y z (Å)
Tc  -0.0876  -0.5369  -0.6503
C  -1.5156  -2.2233  -1.0726
C  -1.3905  -1.4098  -2.2396
C  0.0061  -1.4797  -2.6371
C  0.6629  -2.3025  -1.6480
C  -0.2706  -2.7606  -0.6775
C  -0.0310  -3.8000  0.3883
C  -0.4848  -5.1497  -0.1891
C  1.4571  -3.8716  0.7313
C  -0.8356  -3.4812  1.6436
C  0.7552  -1.0913  -3.9171
C  0.4377  0.3034  -4.4573
C  2.2735  -1.1353  -3.6793
C  0.4448  -2.1581  -4.9808
C  -2.6125  -0.7078  -2.8488
C  -3.8764  -1.0782  -2.0597
C  -2.4954  0.8224  -2.7846
C  -2.8454  -1.1679  -4.2942
H  -2.4257  -2.3646  -0.5156
H  1.7014  -2.5848  -1.6510
H  0.0617  -5.3901  -1.1042
H  -1.5521  -5.1365  -0.4206
H  -0.3041  -5.9440  0.5380
H  2.0444  -4.2145  -0.1254
H  1.6150  -4.5757  1.5497
H  1.8285  -2.8996  1.0624
H  -1.9095  -3.4569  1.4432
H  -0.5523  -2.5149  2.0540
H  -0.6547  -4.2354  2.4115
H  0.6383  1.0631  -3.6996
H  -0.5908  0.4046  -4.7923
H  1.0779  0.5047  -5.3190
H  2.5584  -0.4878  -2.8526
H  2.7819  -0.7831  -4.5789
H  2.6262  -2.1490  -3.4841
H  -0.6088  -2.1798  -5.2507
H  0.7182  -3.1487  -4.6110
H  1.0254  -1.9602  -5.8852
H  -3.8093  -0.7712  -1.0144
H  -4.0811  -2.1498  -2.1008
H  -4.7284  -0.5567  -2.4985
H  -2.5436  1.1609  -1.7487
H  -3.3284  1.2744  -3.3294
H  -1.5691  1.1938  -3.2109
H  -2.8686  -2.2583  -4.3561
H  -2.0861  -0.8022  -4.9807
H  -3.8093  -0.7889  -4.6396
S  2.0862  -1.8788  3.8120
As  0.4389  -0.6175  3.9175
S  -1.6546  0.1740  0.8580
S  0.1894  0.4133  1.6509
S  -1.4747  -1.2627  4.3783
O  1.4459  0.8261  -1.2076
S  2.2628  1.7326  -0.2665
C  3.3811  2.5250  -1.4017
C  3.2294  3.8931  -1.5617
C  4.0471  4.5653  -2.4611
C  4.9947  3.8630  -3.1878
C  5.1368  2.4882  -3.0204
C  4.3324  1.8116  -2.1213
C  3.3871  0.6716  0.6103
C  4.0596  1.2115  1.6963
C  4.9635  0.4170  2.3824
C  5.1684  -0.8981  1.9898
C  4.4665  -1.4305  0.9171
C  3.5640  -0.6446  0.2176
H  2.4784  4.4253  -0.9908
H  3.9401  5.6335  -2.5929
H  5.6318  4.3863  -3.8887
H  5.8821  1.9462  -3.5872
H  4.4470  0.7465  -1.9717
H  3.8724  2.2335  2.0051
H  5.4873  0.8167  3.2399
H  5.8566  -1.5220  2.5441
H  4.6042  -2.4668  0.6378
H  2.9820  -1.0488  -0.5999

Its energy is -149967.606 eV. For the orbital gap (spin up / spin down), the calculation gives 6.345 / 6.209 eV. As for the spin multiplicity: 2. For the relative energy (zero: lowest compared OMol25 entry of this formula, charge and spin), the calculation gives 2.0 kcal/mol.

---

The following is a DFT calculation (ωB97M-V/def2-TZVPD) of a molecular structure, C29H39BCdN7O7PS.

Element x y z (Å)
Cd  0.2335  -0.3847  -0.2310
C  4.1069  -2.5218  -0.3333
C  2.6331  -2.3301  -0.6891
O  1.9878  -1.7072  0.1743
C  2.2349  -2.8868  -1.9229
C  0.8908  -2.6740  -2.4772
C  0.7291  -3.3711  -3.7863
N  -0.0188  -1.9747  -1.9296
N  -1.4268  -2.1591  -2.3593
C  -2.0755  -1.1094  -1.9643
O  -1.6863  -0.0707  -1.2709
C  -3.5267  -1.0656  -2.3213
C  -4.2133  0.1216  -2.6469
C  -5.4757  0.0279  -3.1456
C  -6.1925  -1.1446  -3.2422
C  -5.5011  -2.3577  -2.8903
C  -4.1340  -2.2809  -2.5763
H  4.7253  -3.0225  -1.0810
H  4.1838  -3.2072  0.5357
H  4.4269  -1.5009  -0.0574
H  2.9092  -3.5006  -2.5257
H  -0.2142  -3.1654  -4.2159
H  0.8487  -4.4200  -3.6308
H  1.5535  -3.0572  -4.4174
H  -3.6095  1.0054  -2.6789
H  -5.9867  0.8843  -3.5342
H  -7.2143  -1.2462  -3.5203
H  -5.9968  -3.3475  -2.8242
H  -3.5419  -3.2024  -2.4734
N  4.7454  -3.8392  5.4501
C  3.4735  -3.6806  4.8669
C  3.2219  -3.5843  3.5135
C  1.9413  -3.3480  3.0783
C  0.8857  -3.0339  3.9387
C  1.1467  -3.1867  5.2810
C  2.4357  -3.4832  5.7730
S  -0.7523  -2.5289  3.3940
O  -1.2913  -3.5741  2.5523
O  -1.5130  -2.1880  4.5693
N  -0.4132  -1.2787  2.4499
C  -0.0336  -0.0690  2.8793
N  0.2528  0.2739  4.1223
C  0.5541  1.5234  4.3610
C  0.7428  2.4630  3.3510
C  0.6093  1.9705  2.0487
N  0.2627  0.7185  1.7724
H  5.5438  -3.5675  4.8429
H  4.7936  -3.5337  6.4019
H  3.9838  -3.8272  2.7659
H  1.8443  -3.2300  2.0305
H  0.3580  -2.9464  5.9896
H  2.7031  -3.3948  6.7761
H  0.8440  1.7899  5.3731
H  1.0152  3.5169  3.5491
H  0.8809  2.6160  1.1853
C  -0.6406  2.7502  -4.9174
C  -1.1880  2.0867  -3.6604
O  -1.2275  3.0879  -2.6000
P  -1.0483  2.7849  -1.0575
O  -2.6116  2.9043  -0.6743
C  -3.0557  1.9615  0.3944
C  -4.5190  2.1051  0.6319
O  -0.5818  4.3581  -0.6433
C  0.8071  4.6439  -0.5873
C  1.0064  5.9292  0.1875
H  -0.8008  2.2071  -5.8576
H  0.3915  3.0422  -4.8171
H  -1.2010  3.6399  -5.0678
H  -0.5311  1.2741  -3.2910
H  -2.2029  1.6730  -3.8337
H  -2.4906  2.1763  1.3372
H  -2.7661  0.9421  0.0254
H  -4.7781  3.1511  1.0211
H  -4.7354  1.2926  1.3329
H  -5.0069  1.9423  -0.3161
H  1.2824  4.7407  -1.5881
H  1.4809  3.8574  -0.0910
H  0.3228  6.6564  -0.2523
H  1.9519  6.4782  0.0251
H  0.8573  5.8541  1.2794
B  4.1879  2.5386  -0.8632
C  2.7841  1.9176  -0.8961
N  1.7759  1.3235  -0.8005
H  4.7109  2.1608  -1.9202
H  4.2449  3.7584  -0.8388
H  4.6964  1.8523  0.0586

The total charge is -2. Its energy is -80835.885 eV. For the orbital gap, the calculation gives 6.598 eV. For the relative energy (zero: lowest compared OMol25 entry of this formula, charge and spin), the calculation gives 32.5 kcal/mol.

---

The following is a DFT calculation (ωB97M-V/def2-TZVPD) of 19 unconnected molecules or ions with the total composition C29H39Cl55F2NOP2Si.

Element x y z (Å)
C  -1.8394  2.2630  1.0914
Si  -2.1860  0.3621  1.0094
C  -0.4943  -0.4799  0.8891
C  -3.3274  0.0952  -0.4865
C  -2.9520  -1.0829  -1.4392
C  -3.5926  -2.4214  -1.0264
F  -4.8341  -2.2538  -0.4672
F  -3.8306  -3.0714  -2.2520
P  -2.4247  -3.5682  0.0270
O  -1.9916  -4.4588  -1.4261
Cl  -1.0005  -4.8456  1.1895
P  -4.0239  -5.1022  0.3213
N  -4.8752  -4.8566  1.6518
C  -3.0527  -0.0592  2.6605
C  -4.3812  -0.3799  2.7165
C  -5.0241  -0.6542  3.9025
C  -4.2705  -0.5957  5.0401
C  -2.9390  -0.2968  5.0256
C  -2.3102  -0.0191  3.8372
H  -2.7988  2.7250  1.3421
H  -1.3824  2.6586  0.1567
H  -1.1876  2.4030  1.9635
H  -0.2943  -0.9065  -0.0939
H  0.3040  0.2497  1.0829
H  -0.3527  -1.2617  1.6516
H  -3.2553  1.0172  -1.0920
H  -4.3810  0.0472  -0.1836
H  -3.4123  -0.8486  -2.4150
H  -1.8702  -1.1882  -1.6457
H  -2.8020  -2.8633  1.2189
H  -1.3069  -2.7256  -0.2420
H  -1.0301  -4.5286  -1.3622
H  -4.8061  -5.1476  -0.8664
H  -3.3704  -6.3569  0.4750
H  -4.7386  -5.6766  2.2345
H  -4.9683  -0.4154  1.8026
H  -6.0848  -0.8785  3.9187
H  -4.7820  -0.7876  5.9823
H  -2.3808  -0.2539  5.9720
H  -1.2502  0.2176  3.8298
C  -0.0539  1.9183  -2.4785
Cl  -0.5077  0.2850  -2.9420
Cl  0.7274  1.9242  -0.9015
Cl  1.0051  2.6674  -3.6907
H  -0.9608  2.5089  -2.4112
C  -5.3835  -4.6672  -5.0313
Cl  -5.7079  -3.1516  -5.8834
Cl  -6.8468  -5.2625  -4.2481
Cl  -4.7297  -5.8765  -6.1420
H  -4.6426  -4.4738  -4.2619
C  -1.4779  -4.5907  -8.3599
Cl  -2.9731  -3.8152  -7.8557
Cl  -1.7978  -5.8215  -9.5902
Cl  -0.3245  -3.3940  -8.9666
H  -1.0396  -5.0785  -7.4976
C  5.2783  -0.8437  -2.9312
Cl  4.6558  0.7118  -3.4913
Cl  3.9608  -1.9010  -2.4421
Cl  6.2597  -1.6048  -4.1833
H  5.9104  -0.6657  -2.0741
C  -2.9512  -8.7442  3.5832
Cl  -2.8626  -9.6726  2.0830
Cl  -1.6342  -7.5758  3.6575
Cl  -4.5149  -7.9406  3.7254
H  -2.8457  -9.4291  4.4146
C  6.7627  -4.0805  0.1402
Cl  6.6368  -2.3703  -0.2937
Cl  5.1731  -4.8351  0.1340
Cl  7.8592  -4.9186  -0.9636
H  7.1714  -4.1463  1.1403
C  6.7059  3.0786  -1.1396
Cl  5.4004  3.5405  -0.0465
Cl  7.1140  1.3679  -0.9406
Cl  6.2629  3.4270  -2.8097
H  7.5834  3.6636  -0.8914
C  1.7855  -6.0149  -10.5496
Cl  1.3404  -7.6507  -11.0433
Cl  2.4638  -6.0201  -8.9211
Cl  2.9281  -5.3084  -11.6972
H  0.8901  -5.4058  -10.5427
C  -1.2890  4.1691  4.9873
Cl  -1.7284  2.5298  4.5078
Cl  -0.4850  4.1745  6.5737
Cl  -0.2530  4.9060  3.7603
H  -2.1962  4.7569  5.0670
C  -1.5380  1.5542  9.0293
Cl  -2.1581  0.9986  7.4710
Cl  -2.8116  1.5305  10.2553
Cl  -0.1644  0.5688  9.5407
H  -1.1977  2.5760  8.9146
C  9.7450  0.8211  -3.5399
Cl  11.4841  1.0916  -3.7139
Cl  8.9250  1.0299  -5.0872
Cl  9.4254  -0.7794  -2.8753
H  9.3547  1.5578  -2.8481
C  0.5583  5.9521  -0.6064
Cl  -0.0701  5.4580  -2.1823
Cl  -0.7074  5.8145  0.6193
Cl  1.9775  5.0007  -0.1578
H  0.8625  6.9903  -0.6661
C  8.3116  2.1837  2.6929
Cl  8.1318  3.8762  2.2143
Cl  6.7379  1.4003  2.8276
Cl  9.3445  1.3225  1.5509
H  8.7873  2.1580  3.6647
C  4.5075  6.9741  -2.7584
Cl  6.2742  6.9497  -2.8147
Cl  3.8776  5.5177  -3.5352
Cl  3.9607  7.2004  -1.0884
H  4.1648  7.8309  -3.3240
C  0.5845  8.6824  5.2081
Cl  -0.3797  9.0006  3.7620
Cl  0.0558  7.1880  5.9799
Cl  2.3033  8.6013  4.8052
H  0.4374  9.4986  5.9039
C  0.6111  -10.4916  -0.3354
Cl  0.0963  -9.2030  0.7450
Cl  -0.4142  -10.5494  -1.7731
Cl  2.3088  -10.2917  -0.7918
H  0.5119  -11.4342  0.1877
C  -3.6682  10.9339  1.9597
Cl  -2.6499  9.5089  1.7500
Cl  -3.0439  11.9612  3.2528
Cl  -3.7919  11.8405  0.4501
H  -4.6605  10.6033  2.2387
C  -5.4491  4.9440  1.6873
Cl  -4.0981  4.5371  2.7464
Cl  -5.2823  4.1339  0.1293
Cl  -6.9860  4.5217  2.4472
H  -5.4372  6.0130  1.5173

The total charge is -1. Its energy is -754866.426 eV. For the orbital gap, the calculation gives 5.586 eV.

---

The following is a DFT calculation (ωB97M-V/def2-TZVPD) of 2 unconnected molecules or ions with the total composition C29H39F2OSi.

Element x y z (Å)
F  4.3958  -2.5835  6.4937
C  4.3086  -2.2910  5.1581
C  4.3887  -0.9463  4.7734
C  4.1747  -0.6494  3.4335
C  3.7046  -1.6254  2.5114
C  3.1229  -1.2100  1.1925
C  3.6354  -1.8258  -0.0670
C  3.6915  -1.0050  -1.2322
C  3.6919  -1.5546  -2.5069
C  3.7597  -2.9500  -2.6039
F  3.5248  -3.5117  -3.8284
C  3.8913  -3.7885  -1.5017
C  3.9776  -3.1863  -0.2331
C  3.7116  -2.9637  2.9338
C  3.9866  -3.3141  4.2690
H  4.5719  -0.1625  5.5231
H  4.2913  0.3883  3.1126
H  3.0952  -0.1188  1.0981
H  3.6660  0.0847  -1.1283
H  3.5719  -0.9332  -3.4035
H  3.8814  -4.8836  -1.6157
H  4.2406  -3.8220  0.5990
H  3.4015  -3.7475  2.2681
H  3.8834  -4.3558  4.6144
C  -2.5141  3.8579  3.6003
C  -1.9476  3.6540  2.1951
C  -2.8717  2.8323  1.2942
C  -2.2414  2.5144  -0.0812
Si  -2.0184  0.6726  -0.4482
C  -3.6811  -0.2117  -0.3683
C  -4.7555  0.3619  -1.3235
C  -5.2362  -0.6351  -2.3848
C  -6.2461  -0.0325  -3.3663
C  -1.3335  0.4911  -2.1918
C  0.0124  1.1859  -2.4049
C  0.5732  0.9982  -3.8192
C  1.9297  1.6803  -3.9893
C  -0.7461  -0.1046  0.6740
C  -0.4915  0.0628  2.0327
C  0.6010  -0.7682  2.3666
C  1.0584  -1.3479  1.1897
O  0.2126  -0.9781  0.1636
H  -1.8303  4.4456  4.2230
H  -3.4796  4.3793  3.5704
H  -2.6677  2.8896  4.0960
H  -1.7603  4.6271  1.7193
H  -0.9660  3.1680  2.2682
H  -3.1595  1.9058  1.8069
H  -3.8084  3.3892  1.1535
H  -2.8729  2.9514  -0.8803
H  -1.2497  2.9867  -0.1697
H  -3.4807  -1.2723  -0.5773
H  -4.0424  -0.1496  0.6755
H  -5.6236  0.7020  -0.7430
H  -4.3717  1.2597  -1.8259
H  -4.3784  -1.0236  -2.9490
H  -5.6813  -1.5041  -1.8785
H  -6.5800  -0.7827  -4.0919
H  -7.1329  0.3499  -2.8449
H  -5.7975  0.7962  -3.9273
H  -1.2278  -0.5920  -2.3508
H  -2.0824  0.8654  -2.9090
H  -0.0892  2.2581  -2.1974
H  0.7365  0.8056  -1.6773
H  0.6534  -0.0738  -4.0414
H  -0.1408  1.4028  -4.5462
H  2.2879  1.6030  -5.0206
H  1.8576  2.7450  -3.7404
H  2.6827  1.2263  -3.3343
H  -1.0706  0.6945  2.7237
H  0.9766  -0.9416  3.3807
H  1.4258  -2.3892  1.0891

The total charge is +1. Its energy is -46057.707 eV. For the orbital gap, the calculation gives 6.699 eV. For the relative energy (zero: lowest compared OMol25 entry of this formula, charge and spin), the calculation gives 7.3 kcal/mol.

---

The following is a DFT calculation (ωB97M-V/def2-TZVPD) of a molecular structure, C29H39IrN3O7P3S3Si.

Element x y z (Å)
Ir  0.6075  0.5785  -0.7121
N  -1.6170  1.7139  -3.9723
C  -1.8313  0.2131  -3.7807
C  -2.6873  -0.3605  -4.8933
P  -2.6797  0.2310  -2.1099
O  -3.9040  1.2423  -2.6018
O  -3.2875  -1.0300  -1.6710
O  -1.7349  1.1196  -1.3429
P  -0.0894  -0.4354  -3.8475
O  0.2656  0.3253  -5.2732
O  0.0357  -1.8863  -4.0396
O  0.6959  0.3657  -2.8319
H  -2.5198  2.1751  -4.0905
H  -0.9704  1.8962  -4.7428
H  -1.2161  2.0349  -3.0738
H  -3.6801  0.0924  -4.8936
H  -2.7966  -1.4279  -4.7073
H  -2.2181  -0.2295  -5.8699
H  -4.7154  0.9299  -2.1864
H  0.8945  -0.2175  -5.7609
C  1.6739  3.4143  -3.5578
Si  1.6993  3.4859  -1.6758
C  2.8451  4.9114  -1.1862
C  -0.0087  3.9885  -1.0657
N  2.1210  1.9732  -0.9516
C  3.4226  1.5319  -0.7682
C  4.5382  2.1955  -1.3010
C  5.8436  1.7927  -1.0469
C  6.0982  0.6885  -0.2575
C  5.0218  -0.0330  0.2540
C  3.7315  0.3715  -0.0108
O  2.6296  -0.3102  0.4646
C  2.7665  -1.4946  1.1685
C  2.7700  -1.4386  2.5522
C  2.7992  -2.6186  3.2801
C  2.8345  -3.8380  2.6182
C  2.8430  -3.8738  1.2313
C  2.8140  -2.6988  0.4924
H  1.1635  4.2779  -3.9956
H  1.1888  2.4942  -3.8869
H  2.6921  3.3886  -3.9549
H  2.2754  5.8447  -1.1585
H  3.6675  5.0517  -1.8896
H  3.2845  4.7516  -0.1988
H  -0.4556  4.7391  -1.7257
H  0.0594  4.4297  -0.0666
H  -0.6940  3.1396  -1.0067
H  4.3756  3.0486  -1.9436
H  6.6632  2.3529  -1.4811
H  7.1114  0.3717  -0.0481
H  5.1848  -0.9169  0.8569
H  2.7295  -0.4724  3.0424
H  2.7724  -2.5891  4.3618
H  2.8304  -4.7585  3.1860
H  2.8471  -4.8249  0.7148
H  2.7826  -2.7042  -0.5875
N  0.3307  1.3280  1.2014
H  0.9427  2.1195  1.3801
H  0.4636  0.5969  1.8991
H  -0.6430  1.6168  1.2563
S  -1.1058  -4.5239  3.5955
P  -1.5530  -2.8304  2.6558
S  -0.7221  -1.3316  0.8098
C  -1.7131  -1.4809  3.8784
C  -0.5686  -0.7386  4.1630
C  -0.5741  0.2226  5.1645
C  -1.7318  0.4501  5.8945
C  -2.8791  -0.2816  5.6130
C  -2.8707  -1.2427  4.6136
C  -3.2705  -2.9681  2.0098
C  -3.8422  -4.2202  1.8141
C  -5.1013  -4.3411  1.2400
C  -5.8027  -3.2105  0.8523
C  -5.2325  -1.9563  1.0299
C  -3.9758  -1.8372  1.5966
H  0.3355  -0.9396  3.5986
H  0.3244  0.7897  5.3779
H  -1.7405  1.1912  6.6843
H  -3.7852  -0.1043  6.1795
H  -3.7627  -1.8205  4.4060
H  -3.2891  -5.0977  2.1248
H  -5.5303  -5.3247  1.0903
H  -6.7848  -3.3039  0.4046
H  -5.7595  -1.0685  0.7034
H  -3.5301  -0.8562  1.7028
S  -0.1019  -1.8391  -0.9969

The total charge is -1. Its energy is -120607.077 eV. For the orbital gap (spin up / spin down), the calculation gives 5.848 / 5.761 eV. As for the spin multiplicity: 2. For the relative energy (zero: lowest compared OMol25 entry of this formula, charge and spin), the calculation gives 78.9 kcal/mol.

---

| no. | F_max (Eh/bohr) |
| --- | --- |
| 1 | 0.0054 |
| 2 | 0.0717 |
| 3 | 0.0401 |
| 4 | 0.0519 |
| 5 | 0.0405 |